{"formula": "C40H35BaF3Ge2NS2Sb", "method": "wB97M-V/def2-TZVPD", "s_squared": 0.757, "mol_weight_g_mol": 1055.2, "homo_energy_ev": [-9.970, -10.463], "multiplicity": 2, "total_charge": 1, "gap_ha": [0.2746, 0.2352], "lumo_energy_ev": [-2.50, -4.06], "total_energy_ha": -7115.38334, "elements": ["Ba", "S", "C", "N", "C", "C", "C", "C", "C", "C", "S", "H", "H", "H", "H", "C", "Ge", "C", "C", "Ge", "C", "C", "C", "C", "C", "C", "C", "C", "C", "C", "C", "C", "H", "H", "H", "H", "H", "H", "H", "H", "H", "H", "H", "H", "H", "H", "H", "H", "H", "H", "H", "F", "C", "C", "C", "C", "C", "C", "Sb", "C", "C", "C", "C", "F", "C", "C", "C", "C", "C", "C", "F", "C", "C", "H", "H", "H", "H", "H", "H", "H", "H", "H", "H", "H", "H"], "xyz": [[0.9451, -0.6540, -0.1660], [0.0102, -2.5120, -2.0865], [1.7246, -2.4472, -2.4060], [2.5871, -1.6444, -1.8246], [3.8652, -1.8730, -2.2969], [5.0080, -1.1809, -1.8877], [6.2163, -1.5015, -2.4701], [6.3022, -2.4893, -3.4536], [5.1822, -3.1752, -3.8747], [3.9611, -2.8600, -3.2872], [2.3874, -3.5153, -3.5927], [4.9440, -0.4117, -1.1284], [7.1118, -0.9798, -2.1632], [7.2612, -2.7196, -3.8951], [5.2527, -3.9332, -4.6406], [-0.6011, -3.6010, 5.2228], [-0.4974, -3.2564, 3.2818], [0.9066, -4.3373, 2.4299], [-2.2064, -3.5883, 2.3780], [0.0655, -0.9130, 2.9583], [1.8902, -0.3520, 3.3893], [2.3766, 0.9302, 3.1079], [3.6863, 1.2819, 3.3949], [4.5443, 0.3549, 3.9679], [4.0859, -0.9237, 4.2432], [2.7792, -1.2727, 3.9479], [-1.3346, 0.4285, 3.2011], [-1.2225, 1.7389, 2.7285], [-2.2607, 2.6462, 2.8689], [-3.4430, 2.2586, 3.4825], [-3.5790, 0.9597, 3.9447], [-2.5392, 0.0571, 3.7980], [-0.8491, -4.6460, 5.4085], [-1.3690, -2.9882, 5.6921], [0.3465, -3.3902, 5.7163], [0.6815, -5.3954, 2.5534], [1.8888, -4.1522, 2.8594], [0.9563, -4.1474, 1.3552], [-2.4894, -4.6329, 2.4979], [-2.1309, -3.3879, 1.3084], [-3.0058, -2.9725, 2.7841], [1.7236, 1.6891, 2.6885], [4.0332, 2.2836, 3.1800], [5.5625, 0.6293, 4.2046], [4.7478, -1.6508, 4.6935], [2.4467, -2.2792, 4.1780], [-0.3196, 2.0764, 2.2299], [-2.1418, 3.6585, 2.5035], [-4.2513, 2.9662, 3.6045], [-4.4968, 0.6482, 4.4246], [-2.6750, -0.9536, 4.1687], [-3.7723, 7.3741, -2.9804], [-3.1632, 6.2349, -2.6293], [-2.3515, 5.5997, -3.5510], [-1.7280, 4.4206, -3.1781], [-1.9128, 3.8914, -1.9062], [-2.7262, 4.5625, -0.9993], [-3.3660, 5.7377, -1.3537], [-0.9492, 2.1225, -1.2914], [-2.5911, 0.7710, -1.1551], [-2.6916, -0.3981, -1.8995], [-3.7227, -1.3004, -1.6783], [-4.6533, -1.0110, -0.6991], [-5.6556, -1.8726, -0.4785], [-4.5814, 0.1381, 0.0696], [-3.5381, 1.0158, -0.1624], [-0.0414, 1.4291, -3.0861], [1.3343, 1.2308, -3.0871], [2.0050, 0.7139, -4.1881], [1.2567, 0.3901, -5.3013], [1.8724, -0.1226, -6.3720], [-0.1137, 0.5923, -5.3556], [-0.7492, 1.1162, -4.2484], [-2.2210, 6.0268, -4.5346], [-1.0944, 3.9173, -3.8971], [-2.8713, 4.1788, 0.0051], [-4.0063, 6.2706, -0.6664], [-1.9642, -0.6367, -2.6620], [-3.8092, -2.2115, -2.2534], [-5.3267, 0.3239, 0.8293], [-3.4737, 1.9045, 0.4570], [1.9355, 1.5432, -2.2314], [3.0749, 0.5613, -4.1910], [-0.6532, 0.3393, -6.2570], [-1.8198, 1.2770, -4.2912]], "atomic_forces_ev_per_a": [[-0.0669, 0.7605, 0.2626], [0.2208, -0.2950, -0.2763], [-0.8338, -0.2820, -0.1628], [0.1902, -0.3961, -0.0739], [0.5859, 0.1724, -0.1942], [-0.1227, -0.1390, -0.0775], [0.0601, 0.0274, 0.0175], [0.1090, 0.0033, -0.0229], [-0.1260, 0.0162, 0.0482], [0.1855, 0.1638, 0.0983], [0.0331, -0.0102, -0.0319], [-0.0256, 0.0129, 0.0220], [0.0291, 0.0149, 0.0049], [0.0337, 0.0015, -0.0089], [-0.0030, -0.0478, -0.0393], [-0.0024, -0.0550, -0.1794], [-0.0988, -0.2844, 0.2693], [-0.0438, 0.1215, -0.0325], [0.0962, 0.0706, 0.0018], [-0.2242, 0.0782, 0.5313], [-0.1005, 0.1134, -0.1858], [-0.1468, 0.1245, -0.0764], [0.0432, 0.0108, -0.0071], [0.0176, 0.0403, -0.0072], [0.0817, -0.0165, 0.0143], [-0.1053, -0.2553, 0.0103], [0.1300, 0.0281, -0.1258], [0.1800, 0.0633, -0.0997], [-0.0008, 0.0069, 0.0329], [0.0061, 0.0715, -0.0125], [-0.0888, 0.0064, 0.0072], [-0.0057, -0.2779, 0.0597], [-0.0088, -0.0451, -0.0706], [-0.0275, 0.0609, -0.0507], [0.0477, 0.0405, -0.0521], [-0.0640, -0.0431, 0.0574], [0.0364, 0.0208, 0.0321], [-0.0354, 0.0395, -0.0003], [0.0317, -0.0618, 0.0534], [0.0462, 0.0308, -0.0017], [-0.0276, 0.0420, 0.0318], [-0.0131, -0.0312, 0.0226], [0.0060, 0.0240, 0.0046], [0.0344, 0.0108, -0.0040], [0.0083, -0.0208, 0.0131], [-0.0241, 0.0206, 0.0039], [-0.0144, -0.0367, 0.0520], [0.0104, 0.0299, 0.0112], [-0.0297, 0.0252, -0.0026], [-0.0187, -0.0117, 0.0171], [0.0292, 0.0147, 0.0011], [-0.0121, 0.0242, -0.0088], [0.0275, -0.0779, 0.0362], [-0.1105, 0.0986, 0.0866], [0.0592, -0.0581, -0.0653], [-0.0429, 0.0226, -0.0968], [-0.0296, 0.0032, 0.1224], [0.0151, 0.0632, -0.1513], [0.2510, 0.0726, 0.1314], [0.0852, 0.0032, 0.0515], [0.0203, -0.0914, -0.1128], [-0.1311, -0.0209, 0.1002], [0.0800, 0.0492, -0.0263], [-0.0137, -0.0302, 0.0115], [-0.0287, -0.1307, -0.0752], [-0.0564, 0.1501, 0.1667], [-0.1461, 0.0132, -0.0609], [0.3018, 0.1438, 0.1593], [-0.1080, -0.0742, -0.0913], [0.0009, 0.0215, 0.0533], [0.0168, -0.0094, 0.0104], [0.1283, -0.0300, -0.0758], [-0.2437, -0.0226, 0.0680], [0.0050, 0.0157, -0.0324], [0.0273, -0.0167, -0.0107], [0.0032, 0.0003, -0.0116], [-0.0223, 0.0243, 0.0277], [0.0312, 0.0338, -0.0652], [-0.0103, -0.0235, -0.0171], [-0.0238, 0.0158, 0.0337], [-0.0007, -0.0370, -0.0228], [-0.0589, -0.0678, -0.0139], [0.0420, -0.0073, 0.0100], [-0.0221, -0.0036, -0.0238], [-0.0279, -0.0127, 0.0088]], "lowdin_charge": [1.393, 0.365, -1.199, -0.258, -0.346, -0.026, -0.077, -0.078, -0.074, -0.464, 1.068, 0.108, 0.107, 0.109, 0.114, -0.240, 0.664, -0.239, -0.236, 0.840, -0.409, -0.141, -0.076, -0.068, -0.068, -0.127, -0.369, -0.146, -0.098, -0.075, -0.071, -0.122, 0.024, 0.015, 0.015, 0.029, 0.009, 0.011, 0.029, 0.016, 0.011, 0.080, 0.110, 0.111, 0.113, 0.081, 0.063, 0.106, 0.111, 0.112, 0.085, 0.081, -0.273, 0.007, -0.110, -0.395, -0.130, 0.004, 1.440, -0.394, -0.162, 0.006, -0.274, 0.079, 0.007, -0.128, -0.435, -0.198, 0.001, -0.262, 0.089, 0.022, -0.120, 0.126, 0.094, 0.081, 0.125, 0.041, 0.128, 0.124, 0.077, 0.081, 0.129, 0.130, 0.117]}


{"formula": "C40H35Cl5CrN4O3P2", "method": "wB97M-V/def2-TZVPD", "s_squared": 0.874, "mol_weight_g_mol": 911.0, "homo_energy_ev": [-4.419, -4.397], "multiplicity": 2, "relative_energy_kcal_mol": 0.00, "total_charge": -1, "gap_ha": [0.2430, 0.2422], "lumo_energy_ev": [2.19, 2.19], "total_energy_ha": -6018.21832, "elements": ["Cr", "N", "P", "C", "C", "C", "C", "C", "C", "C", "C", "C", "C", "C", "C", "P", "C", "C", "C", "C", "C", "C", "C", "C", "C", "C", "C", "C", "H", "H", "H", "H", "H", "H", "H", "H", "H", "H", "H", "H", "H", "H", "H", "H", "H", "H", "H", "H", "H", "Cl", "C", "C", "Cl", "C", "Cl", "C", "O", "C", "Cl", "C", "Cl", "O", "N", "N", "O", "C", "C", "C", "C", "C", "C", "H", "H", "H", "H", "H", "C", "C", "C", "C", "N", "H", "H", "H", "H", "H", "H", "H", "H", "H"], "xyz": [[0.0928, -0.4381, -1.1725], [-1.5430, -0.7274, 2.2538], [-2.5153, -1.0962, 0.7693], [-4.0741, -0.4652, 1.5471], [-5.1174, -1.3629, 1.7363], [-6.3217, -0.9515, 2.2964], [-6.4921, 0.3722, 2.6638], [-5.4571, 1.2828, 2.4740], [-4.2592, 0.8650, 1.9221], [-1.8997, 0.1781, -0.3294], [-2.8557, 0.3252, -1.4084], [-3.3414, 1.5249, -1.8048], [-3.0323, 2.6900, -1.0135], [-2.0567, 2.6736, -0.0949], [-1.1723, 1.4636, 0.0577], [0.0868, -0.8589, 2.1592], [0.6723, -2.3056, 3.0560], [0.6227, -2.4064, 4.4439], [1.0686, -3.5560, 5.0728], [1.5721, -4.6058, 4.3132], [1.6273, -4.5062, 2.9307], [1.1762, -3.3578, 2.2957], [0.8077, 0.5821, 2.9669], [2.1008, 0.9543, 2.6144], [2.6760, 2.0775, 3.1879], [1.9642, 2.8274, 4.1137], [0.6730, 2.4596, 4.4691], [0.0943, 1.3394, 3.8921], [-1.9921, -1.1446, 3.0600], [-4.9901, -2.3972, 1.4340], [-7.1271, -1.6621, 2.4350], [-7.4318, 0.7019, 3.0903], [-5.5903, 2.3218, 2.7495], [-3.4613, 1.5771, 1.7532], [-3.2461, -0.5725, -1.8697], [-4.0547, 1.5894, -2.6154], [-3.6502, 3.5761, -1.1255], [-1.9220, 3.5169, 0.5727], [-0.8265, 1.4258, 1.1000], [0.2540, -1.5805, 5.0433], [1.0328, -3.6335, 6.1515], [1.9267, -5.5030, 4.8045], [2.0224, -5.3214, 2.3394], [1.2106, -3.2717, 1.2167], [2.6401, 0.3777, 1.8733], [3.6758, 2.3742, 2.8984], [2.4136, 3.7092, 4.5533], [0.1131, 3.0568, 5.1770], [-0.9296, 1.0777, 4.1316], [-1.6047, -1.1039, -8.6944], [-1.0901, -0.8797, -7.0592], [-1.7183, -1.5435, -6.0119], [-3.0170, -2.6295, -6.3727], [-1.3157, -1.3638, -4.6965], [-2.0536, -2.2971, -3.4524], [-0.2586, -0.4761, -4.3441], [0.1399, -0.2426, -3.1539], [0.4048, 0.1260, -5.4551], [1.8263, 1.0478, -5.1187], [-0.0064, -0.0572, -6.7613], [0.8378, 0.7300, -8.0503], [0.1458, -2.5404, -1.3751], [1.4159, -2.6872, -1.3527], [2.0074, -1.5576, -1.3531], [0.5540, -0.9488, 0.7522], [3.4086, -1.6835, -1.2241], [4.1187, -2.7795, -1.7121], [5.4890, -2.8458, -1.5276], [6.1717, -1.8317, -0.8673], [5.4647, -0.7394, -0.3875], [4.0925, -0.6650, -0.5673], [3.5937, -3.5642, -2.2369], [6.0350, -3.6969, -1.9161], [7.2441, -1.8950, -0.7340], [5.9811, 0.0606, 0.1291], [3.5230, 0.1721, -0.1995], [2.1549, 2.1680, -1.6384], [0.7188, 2.5681, -1.3126], [0.7889, 3.6808, -0.2550], [0.0479, 3.0927, -2.5862], [0.0363, 1.3706, -0.8095], [2.6418, 2.9585, -2.2181], [2.1914, 1.2494, -2.2210], [2.7193, 2.0378, -0.7159], [1.5891, 4.3761, -0.5217], [1.0238, 3.2657, 0.7285], [-0.1345, 4.2514, -0.1843], [0.5425, 4.0125, -2.9139], [-0.9992, 3.3064, -2.4129], [0.1254, 2.3580, -3.3823]], "atomic_forces_ev_per_a": [[-0.0417, 0.4702, 0.0468], [-0.2516, -0.2681, -0.0759], [0.0485, 0.0484, 0.1390], [0.0127, 0.1202, -0.0429], [-0.0150, -0.0964, -0.0120], [-0.0359, -0.0016, 0.0025], [-0.0179, 0.0554, 0.0263], [-0.0277, -0.0062, 0.0268], [0.0473, -0.0225, -0.0107], [0.1334, -0.1668, -0.0670], [-0.0040, 0.0385, -0.0686], [-0.0185, -0.0423, -0.0247], [0.0161, 0.0700, 0.0097], [-0.1140, -0.0237, 0.0177], [0.1873, 0.1848, -0.0061], [0.1729, 0.1077, 0.1172], [-0.0195, -0.0084, -0.0528], [-0.0068, 0.0937, 0.0357], [0.0321, -0.0766, -0.0372], [-0.0017, 0.0014, 0.0023], [-0.0057, -0.0002, 0.0306], [-0.0243, -0.0371, 0.0325], [-0.1509, -0.0446, 0.1100], [0.0273, 0.0056, 0.0031], [0.0250, 0.0004, -0.0224], [-0.0042, 0.0238, 0.0503], [0.0809, 0.0103, -0.0511], [-0.0238, 0.0228, -0.0104], [0.0912, 0.0270, 0.0564], [0.0266, 0.0081, -0.0156], [-0.0029, -0.0107, 0.0015], [-0.0036, -0.0050, 0.0033], [-0.0140, 0.0131, 0.0006], [0.0217, 0.0265, -0.0150], [-0.0170, -0.0959, -0.0311], [-0.0108, 0.0068, -0.0215], [-0.0039, 0.0029, -0.0135], [-0.0241, -0.0124, 0.0334], [-0.0847, 0.0609, -0.0290], [-0.0117, 0.0277, -0.0315], [-0.0013, 0.0040, 0.0126], [0.0043, -0.0095, 0.0045], [0.0070, -0.0163, -0.0012], [0.0017, 0.0170, -0.0237], [0.0015, -0.0303, -0.0001], [0.0027, 0.0141, 0.0094], [-0.0009, 0.0011, -0.0065], [-0.0075, -0.0074, 0.0091], [-0.0046, -0.0307, -0.0280], [-0.0247, 0.0151, -0.0061], [0.0885, 0.0276, -0.0280], [-0.0660, -0.0394, -0.0150], [0.0028, 0.0231, 0.0191], [0.0402, 0.0214, 0.0358], [0.0113, 0.0365, 0.0477], [0.0854, -0.0453, 0.1192], [-0.2084, -0.0794, -0.1787], [0.0458, -0.0539, 0.1550], [-0.0065, 0.0339, 0.0477], [-0.0346, 0.0005, -0.1245], [-0.0065, -0.0032, 0.0052], [0.1994, 0.0745, 0.0095], [-0.1770, 0.0063, -0.0248], [0.0445, -0.3073, -0.0710], [0.0612, -0.0589, 0.0180], [-0.0891, 0.1654, 0.0108], [0.0678, 0.0223, -0.0449], [0.0525, -0.0209, -0.0152], [0.0276, -0.0357, 0.0119], [-0.0097, 0.0188, -0.0072], [0.0356, -0.1219, -0.0440], [-0.0344, 0.0089, -0.0022], [0.0089, -0.0114, 0.0008], [0.0091, 0.0134, 0.0026], [0.0116, 0.0061, 0.0008], [-0.0606, 0.1173, 0.0170], [0.0811, 0.0981, -0.1313], [0.0608, -0.0967, 0.1221], [0.0336, 0.0778, 0.0001], [0.0845, 0.0396, -0.0203], [-0.2607, -0.1765, -0.1085], [-0.0107, -0.0099, 0.0183], [-0.0303, -0.0526, -0.0067], [0.0589, -0.0803, 0.0902], [0.0017, 0.0169, -0.0101], [0.0034, -0.0349, 0.0314], [0.0245, -0.0102, -0.0110], [0.0302, -0.0074, -0.0065], [-0.1365, 0.0451, 0.0281], [-0.0052, -0.0725, -0.0180]], "lowdin_charge": [0.719, -0.262, 1.042, -0.366, -0.121, -0.105, -0.107, -0.089, -0.081, -0.481, -0.185, -0.102, -0.128, -0.105, -0.348, 0.652, -0.243, -0.083, -0.092, -0.088, -0.068, -0.044, -0.265, -0.059, -0.077, -0.087, -0.083, -0.086, 0.068, 0.088, 0.094, 0.094, 0.098, 0.091, 0.054, 0.088, 0.099, 0.093, 0.098, 0.104, 0.099, 0.099, 0.107, 0.096, 0.098, 0.105, 0.100, 0.100, 0.101, 0.624, -0.734, -0.705, 0.647, -0.573, 0.761, -0.437, -0.186, -0.590, 0.723, -0.710, 0.644, -0.263, -0.096, -0.030, -0.367, -0.246, -0.033, -0.102, -0.118, -0.095, -0.035, 0.102, 0.095, 0.090, 0.096, 0.072, -0.059, -0.592, -0.040, -0.024, -0.062, 0.087, 0.047, 0.064, 0.081, 0.077, 0.061, 0.086, 0.063, 0.045]}